#1
CH8O2S2 | wB97M-V/def2-TZVPD

CARTESIAN COORDINATES (ANGSTROEM)
C1 -0.550 2.133 0.837
S1 -0.321 0.981 -0.534
S2 -1.914 -0.359 -0.182
H1 0.452 2.361 1.203
H2 -1.139 1.705 1.649
H3 -0.951 3.123 0.582
H4 -1.414 -0.506 1.035
O1 2.765 0.107 0.113
H5 3.325 0.259 0.879
H6 1.948 0.605 0.294
O2 1.461 -3.144 0.324
H7 1.520 -3.205 -0.638
H8 1.774 -2.229 0.407

Results
**HOMO energy**: -9.0 eV
**Molecular weight**: 116.2 g mol⁻¹
**SMILES string**: CSS.O.O
**Net charge**: 0
**LUMO energy**: 0.2 eV



#2
CH8O2S2 | wB97M-V/def2-TZVPD

CARTESIAN COORDINATES (ANGSTROEM)
C1 0.155 1.502 -0.954
S1 -1.488 1.495 -0.139
S2 -2.531 -0.187 -0.813
H1 0.288 2.376 -1.532
H2 0.983 1.551 -0.175
H3 0.399 0.569 -1.583
H4 -1.487 -1.159 -0.844
O1 1.961 -0.803 0.058
H5 1.577 -1.277 0.809
H6 2.808 -1.281 -0.059
O2 -0.510 -1.013 1.826
H7 -0.875 -0.735 1.006
H8 -1.281 -1.038 2.399

Results
**HOMO energy**: -8.5 eV
**Molecular weight**: 116.2 g mol⁻¹
**SMILES string**: CSS.O.O
**Net charge**: 0
**LUMO energy**: 0.4 eV



On energetic grounds, #1 is preferred over the next structure by 18.8 kJ/mol.



#1
C5H8OS | wB97M-V/def2-TZVPD

CARTESIAN COORDINATES (ANGSTROEM)
C1 2.022 0.748 0.062
C2 3.056 0.121 0.179
C3 -1.536 -1.509 0.305
C4 0.602 1.154 0.144
C5 -0.099 0.429 -0.985
O1 -2.132 0.929 0.870
S1 -1.926 0.173 -0.413
H1 -2.428 -1.497 0.979
H2 4.071 0.032 0.293
H3 -1.811 -2.283 -0.513
H4 -0.577 -1.645 0.933
H5 0.377 0.623 1.079
H6 0.332 2.148 0.277
H7 -0.113 1.142 -1.849
H8 0.162 -0.564 -1.362

Results
**HOMO energy**: -9.2 eV
**Molecular weight**: 116.2 g mol⁻¹
**Net charge**: 0
**LUMO energy**: 0.7 eV



#2
C5H8OS | wB97M-V/def2-TZVPD

CARTESIAN COORDINATES (ANGSTROEM)
S1 0.637 -2.365 -1.055
C1 0.576 -1.185 0.318
C2 -0.355 -0.936 1.261
C3 0.284 0.073 2.071
C4 1.464 0.378 1.480
O1 1.699 -0.386 0.451
H1 1.002 -3.459 -0.417
H2 -1.204 -1.497 1.359
H3 -0.103 0.460 3.056
H4 2.156 1.086 1.737
C5 -1.259 1.513 -2.028
H5 -0.813 0.467 -1.837
H6 -0.896 1.976 -2.947
H7 -2.271 1.601 -2.232
H8 -0.918 2.274 -1.216

Results
**HOMO energy**: -9.0 eV
**Molecular weight**: 116.2 g mol⁻¹
**SMILES string**: Sc1ccco1.C
**Net charge**: 0
**LUMO energy**: 0.8 eV



On energetic grounds, #2 is preferred over the next structure by 219.9 kJ/mol.



#1
C5H8OS | wB97M-V/def2-TZVPD

CARTESIAN COORDINATES (ANGSTROEM)
C1 2.378 -0.090 0.887
C2 0.905 0.243 0.589
C3 0.125 1.195 1.135
S1 -1.551 1.093 0.543
C4 -1.004 0.059 -0.769
C5 -2.051 -0.938 -1.162
O1 0.303 -0.634 -0.270
H1 2.824 -0.050 -0.112
H2 2.647 -1.114 1.235
H3 2.814 0.709 1.411
H4 0.385 2.139 1.590
H5 -0.687 0.843 -1.519
H6 -1.801 -1.500 -2.013
H7 -2.967 -0.423 -1.255
H8 -2.319 -1.532 -0.290

Results
**HOMO energy**: -7.7 eV
**Molecular weight**: 116.2 g mol⁻¹
**SMILES string**: CC1=CS[C@H](C)O1
**Net charge**: 0
**LUMO energy**: 1.0 eV



#2
C5H8OS | wB97M-V/def2-TZVPD

CARTESIAN COORDINATES (ANGSTROEM)
C1 0.327 0.546 1.667
C2 0.007 0.934 0.224
C3 1.198 0.624 -0.652
S1 0.839 -1.275 -0.609
C4 -0.976 -1.186 0.014
C5 -1.135 0.271 -0.355
O1 -1.337 1.611 0.146
H1 -0.609 0.448 2.201
H2 0.847 1.448 2.125
H3 1.025 -0.312 1.732
H4 1.064 0.938 -1.710
H5 2.114 0.877 -0.180
H6 -1.662 -1.819 -0.577
H7 -0.932 -1.505 1.024
H8 -1.104 0.298 -1.423

Results
**HOMO energy**: -9.0 eV
**Molecular weight**: 116.2 g mol⁻¹
**SMILES string**: C[C@@]12CSC[C@H]1O2
**Net charge**: 0
**LUMO energy**: 0.8 eV



#3
C5H8OS | wB97M-V/def2-TZVPD

CARTESIAN COORDINATES (ANGSTROEM)
C1 -0.872 -1.876 -0.337
C2 -0.488 -0.848 0.470
C3 -0.829 0.571 0.199
C4 -0.374 1.493 1.122
O1 -1.608 0.979 -0.911
H1 -0.567 -2.896 -0.074
H2 -1.469 -1.597 -1.240
H3 0.140 -0.776 1.412
H4 -0.913 2.375 0.853
H5 0.181 1.257 2.045
H6 -1.853 0.184 -1.469
C5 2.143 0.399 -0.545
S1 2.374 -1.048 0.082
H7 2.546 1.332 -0.209
H8 1.589 0.451 -1.398

Results
**HOMO energy**: -8.5 eV
**Molecular weight**: 116.2 g mol⁻¹
**SMILES string**: C=CC(=C)O.C=S
**Net charge**: 0
**LUMO energy**: -0.1 eV



#4
C5H8OS | wB97M-V/def2-TZVPD

CARTESIAN COORDINATES (ANGSTROEM)
C1 1.814 1.201 -0.602
C2 1.534 0.457 0.719
C3 0.235 -0.262 1.024
O1 -0.015 -1.198 0.056
S1 -0.621 -0.233 2.359
H1 1.210 1.904 -1.104
H2 2.786 1.622 -0.566
H3 1.970 0.453 -1.358
H4 1.750 1.208 1.541
H5 2.208 -0.382 0.613
H6 -0.773 -1.755 0.287
C4 -3.199 -0.838 -0.225
C5 -2.733 -0.564 -1.271
H7 -3.677 -1.111 0.752
H8 -2.491 -0.503 -2.225

Results
**HOMO energy**: -8.9 eV
**Molecular weight**: 116.2 g mol⁻¹
**SMILES string**: CCC(O)=S.C#C
**Net charge**: 0
**LUMO energy**: 0.4 eV



On energetic grounds, #1 is preferred over the next structure by 170.7 kJ/mol.



#1
C3H10N5 | wB97M-V/def2-TZVPD

CARTESIAN COORDINATES (ANGSTROEM)
C1 -1.418 0.431 -0.102
C2 -1.452 -1.198 0.233
C3 1.187 -0.300 -0.744
N1 3.192 0.448 0.253
N2 2.297 0.054 -0.504
N3 -0.247 1.108 0.322
N4 -0.178 2.341 -0.020
N5 -0.107 -1.680 0.409
H1 -1.476 0.579 -1.182
H2 -2.275 0.896 0.344
H3 -2.052 -1.093 1.194
H4 -1.976 -1.781 -0.589
H5 0.886 -0.780 -1.601
H6 3.488 -0.231 0.901
H7 -0.600 2.653 -0.930
H8 0.556 2.881 0.439
H9 0.121 -1.657 1.410
H10 0.054 -2.672 0.169

Results
**HOMO energy (alpha / beta)**: -12.6 / -12.2 eV
**Molecular weight**: 116.1 g mol⁻¹
**Net charge**: +1
**LUMO energy (alpha / beta)**: -5.2 / -5.6 eV



#2
C3H10N5 | wB97M-V/def2-TZVPD

CARTESIAN COORDINATES (ANGSTROEM)
C1 -0.191 0.049 -0.383
C2 0.225 0.514 -2.644
C3 -1.334 -1.281 1.339
N1 1.379 1.064 1.635
N2 2.124 1.785 2.077
N3 2.736 2.575 2.682
N4 0.300 -0.289 -1.475
N5 -0.051 -0.883 0.730
H1 -0.744 0.956 -0.132
H2 1.243 0.725 -2.972
H3 -0.241 -0.088 -3.424
H4 -0.329 1.447 -2.503
H5 -1.158 -1.977 2.157
H6 -1.844 -0.402 1.724
H7 -1.964 -1.764 0.594
H8 3.665 2.905 2.501
H9 0.456 -1.704 0.378
H10 0.560 -0.343 1.411

Results
**HOMO energy**: -14.4 eV
**Molecular weight**: 116.1 g mol⁻¹
**Net charge**: +1
**LUMO energy**: -3.1 eV



On energetic grounds, #2 is preferred over the next structure by 356.9 kJ/mol.